Formula: C28H18BrCl2N3OPbS
Source: the Open Molecules 2025 dataset
Level of theory: ωB97M-V/def2-TZVPD

## Properties
* max |F|: 0.30 eV/A
* energy relative to the best compared isomer or geometry (same formula, charge and spin): 0.0 kJ/mol
* E_HOMO: -7.18 eV
* LUMO: -0.0294 Ha

Structure (XYZ):
```
55
Properties=species:S:1:pos:R:3:lowdin_charge:R:1
Pb 0.8091 -0.0791 -0.2498 1.20
Br -3.6594 5.2227 -3.4365 0.73
C -2.2669 4.1191 -2.7836 -0.70
C -1.0988 3.9585 -3.5411 -0.11
C -0.0880 3.1581 -3.0851 0.00
C -0.1788 2.4561 -1.8581 -0.35
O 0.8233 1.7091 -1.5092 -0.22
C -1.3655 2.6439 -1.0963 -0.13
C -1.6065 2.0580 0.1913 -0.05
N -0.8929 1.1607 0.7764 0.00
C -1.2080 0.7484 2.0795 -0.21
C -1.5959 1.6081 3.0716 0.00
C -1.8541 1.1299 4.3721 -0.06
C -1.6947 -0.1903 4.6734 -0.03
C -1.2686 -1.0991 3.6765 -0.14
C -1.0490 -2.4754 3.9196 0.01
C -0.6312 -3.2848 2.9088 -0.03
C -0.4235 -2.7243 1.6320 -0.11
N -0.6201 -1.4558 1.3649 0.03
C -1.0332 -0.6292 2.3713 -0.16
C -2.3889 3.4853 -1.5824 -0.09
H -1.0028 4.4697 -4.4900 0.11
H 0.8165 3.0168 -3.6628 0.12
H -2.4993 2.4124 0.7125 0.14
H -1.6688 2.6676 2.8617 0.12
H -2.1616 1.8291 5.1380 0.11
H -1.8769 -0.5583 5.6753 0.12
H -1.2045 -2.8660 4.9180 0.12
H -0.4354 -4.3356 3.0652 0.11
H -0.0819 -3.3434 0.8112 0.12
H -3.2853 3.6172 -0.9886 0.11
Cl 2.5026 -1.2249 -2.9660 0.69
C 1.2284 -0.5292 -3.9253 -0.66
C 1.5778 0.0235 -5.1461 -0.11
C 0.5958 0.5842 -5.9445 -0.07
C -0.7226 0.6059 -5.5102 -0.12
C -1.0483 0.0717 -4.2763 -0.68
Cl -2.7041 0.1705 -3.7716 0.69
C -0.0903 -0.5254 -3.4449 -0.70
S -0.5785 -1.2981 -1.9342 0.59
H 2.6113 0.0014 -5.4612 0.11
H 0.8562 1.0069 -6.9054 0.11
H -1.5019 1.0501 -6.1132 0.11
N 2.2052 0.0608 1.2416 -0.13
C 2.4993 -1.1784 1.7814 -0.51
C 2.7187 -1.2129 3.1767 -0.06
C 3.0451 -2.3901 3.8221 -0.11
C 3.1504 -3.5926 3.1283 -0.12
C 2.9459 -3.5787 1.7558 -0.11
C 2.6377 -2.4000 1.0954 -0.12
H 2.6171 -0.2852 3.7261 0.10
H 3.2061 -2.3724 4.8940 0.10
H 3.3981 -4.5101 3.6446 0.09
H 3.0361 -4.4938 1.1819 0.10
H 2.5059 -2.4125 0.0152 0.07
```


Formula: C28H18BrCl4HfO3PSe2
Source: the Open Molecules 2025 dataset
Level of theory: ωB97M-V/def2-TZVPD

## Properties
* max |F|: 3.60 eV/A
* E_HOMO: -7.99 eV
* LUMO: -0.0007 Ha

Structure (XYZ):
```
58
Properties=species:S:1:pos:R:3:lowdin_charge:R:1
Hf -1.3689 -0.4535 0.1182 1.12
Se 0.5350 -2.3495 0.2202 0.38
P 0.9773 -0.9900 1.8900 0.21
Se -0.7880 -0.2671 2.9059 0.49
C 2.0908 -1.8186 3.0725 -0.42
C 1.8375 -1.7713 4.4352 -0.11
C 2.7221 -2.3728 5.3124 -0.07
C 3.8490 -3.0166 4.8274 -0.08
C 4.0997 -3.0589 3.4637 -0.07
C 3.2193 -2.4626 2.5807 -0.10
C 2.0462 0.3296 1.1857 -0.38
C 2.9456 0.9636 2.0354 -0.08
C 3.8273 1.9011 1.5298 -0.07
C 3.7902 2.2360 0.1856 -0.07
C 2.8713 1.6290 -0.6539 -0.06
C 2.0120 0.6629 -0.1606 -0.13
H 0.9516 -1.2642 4.7971 0.05
H 2.5341 -2.3274 6.3748 0.11
H 4.5320 -3.4971 5.5145 0.10
H 4.9864 -3.5500 3.0902 0.11
H 3.3872 -2.4989 1.5126 0.10
H 2.9542 0.7063 3.0849 0.11
H 4.5402 2.3734 2.1889 0.11
H 4.4772 2.9693 -0.2073 0.10
H 2.8251 1.8986 -1.6978 0.11
H 1.3353 0.1534 -0.8416 0.05
Cl -6.0305 4.2471 0.2906 0.68
C -4.5376 3.4093 0.4243 -0.71
C -3.3718 4.1009 0.7254 -0.71
Cl -3.4218 5.7926 1.0086 0.68
C -2.1569 3.4222 0.7899 -0.60
Cl -0.6988 4.2719 1.1339 0.72
C -2.0932 2.0497 0.5681 -0.39
O -0.9519 1.3748 0.5848 -0.36
C -3.2914 1.3337 0.3174 -0.36
O -3.2142 0.0168 0.1720 -0.27
C -4.4918 2.0315 0.2218 -0.61
Cl -5.9252 1.1608 -0.1496 0.72
Br -2.6669 -2.6482 -1.4791 0.86
C -1.8749 -2.0460 -3.1349 -0.53
C -1.9868 -2.8799 -4.2132 -0.13
C -1.5227 -2.4596 -5.4659 -0.08
C -1.0301 -1.1947 -5.6046 -0.03
C -0.9171 -0.3255 -4.4992 -0.16
C -0.4393 0.9886 -4.6734 -0.03
C -0.3115 1.8177 -3.5985 -0.07
C -0.5776 1.3405 -2.3029 -0.12
C -1.0572 0.0628 -2.0411 -0.22
C -1.2916 -0.7601 -3.1878 -0.22
H -2.4277 -3.8546 -4.0916 0.10
H -1.5906 -3.1328 -6.3062 0.11
H -0.7106 -0.8320 -6.5701 0.11
H -0.1940 1.3188 -5.6717 0.11
H 0.0267 2.8350 -3.7255 0.11
H -0.3610 2.0255 -1.4895 0.09
O -2.4598 -2.3173 1.5100 -0.27
H -3.3559 -2.6119 1.2983 0.05
H -2.2551 -2.6626 2.3926 0.05
```


Formula: C28H18BrClN4O5Ru
Source: the Open Molecules 2025 dataset
Level of theory: ωB97M-V/def2-TZVPD

## Properties
* max |F|: 1.54 eV/A
* 2S+1: 5
* charge: +2
* E_HOMO (alpha / beta): -14.35 / -14.28 eV
* LUMO (alpha / beta): -0.2526 / -0.3276 Ha

Structure (XYZ):
```
58
Properties=species:S:1:pos:R:3:lowdin_charge:R:1
Ru 0.5301 0.5009 -0.2434 1.39
Br -6.3147 -2.4787 0.0010 0.89
C -4.4914 -2.0435 -0.0857 -0.64
C -3.5206 -3.0644 -0.0203 -0.06
C -2.1946 -2.7477 -0.0479 0.06
C -1.7687 -1.3919 -0.1235 -0.28
O -0.5252 -1.1043 -0.1183 -0.15
C -2.7692 -0.3559 -0.1998 -0.10
C -2.4187 1.0306 -0.2311 -0.02
N -1.2244 1.5203 -0.1053 -0.05
C -1.0367 2.9207 -0.0204 -0.19
C -1.9849 3.8367 0.3748 0.02
C -1.6888 5.2087 0.3880 -0.02
C -0.4644 5.6677 -0.0114 0.02
C 0.5491 4.7550 -0.3814 -0.13
C 1.8478 5.1485 -0.7657 0.05
C 2.7684 4.1874 -1.0912 0.00
C 2.4186 2.8385 -1.0053 -0.08
N 1.2201 2.4250 -0.6181 -0.04
C 0.2671 3.3721 -0.3452 -0.14
C -4.1130 -0.7148 -0.2035 -0.05
H -3.8310 -4.0977 0.0489 0.13
H -1.4297 -3.5125 -0.0085 0.13
H -3.2579 1.7127 -0.3454 0.14
H -2.9603 3.5153 0.7141 0.12
H -2.4504 5.9026 0.7143 0.13
H -0.2493 6.7274 -0.0327 0.14
H 2.1035 6.1993 -0.8008 0.14
H 3.7699 4.4502 -1.3978 0.13
H 3.1497 2.0852 -1.2642 0.12
H -4.8758 0.0479 -0.2923 0.12
O 1.0485 -4.5019 1.7437 0.25
C 1.4329 -3.4249 1.3506 -0.53
O 1.4936 -2.7117 0.3605 0.09
C 2.1125 -2.6077 2.6308 -0.08
C 1.5166 -1.4274 3.0173 -0.03
C 2.0971 -0.7291 4.0664 0.02
C 3.2516 -1.2236 4.6477 -0.13
C 3.8350 -2.4086 4.2378 0.04
C 3.2475 -3.1300 3.2039 0.02
N 3.8959 -0.4412 5.7231 -0.35
O 4.6832 -1.0272 6.4281 0.12
O 3.5913 0.7332 5.7894 0.09
H 0.6254 -1.0490 2.5296 0.11
H 1.6753 0.2000 4.4247 0.13
H 4.7303 -2.7713 4.7232 0.14
H 3.6640 -4.0750 2.8843 0.14
Cl 5.4606 0.5423 1.9883 0.78
C 4.5333 -0.0330 0.6689 -0.64
C 5.1050 -0.7815 -0.3574 -0.03
C 4.2934 -1.2560 -1.3748 0.00
C 2.9422 -0.9569 -1.3666 -0.10
N 2.4123 -0.1999 -0.4019 -0.15
C 3.1806 0.2467 0.5999 -0.19
H 6.1682 -0.9811 -0.3528 0.13
H 4.7061 -1.8617 -2.1683 0.13
H 2.2623 -1.3389 -2.1162 0.13
H 2.7046 0.8567 1.3590 0.11
```


Formula: C28H19F3N2
Source: the Open Molecules 2025 dataset
Level of theory: ωB97M-V/def2-TZVPD

## Properties
* max |F|: 1.98 eV/A
* energy relative to the best compared isomer or geometry (same formula, charge and spin): 0.0 kJ/mol
* E_HOMO: -6.18 eV
* LUMO: -0.1197 Ha

Structure (XYZ):
```
52
Properties=species:S:1:pos:R:3:lowdin_charge:R:1
C -4.1915 0.5013 2.3502 -0.09
C -3.5815 -0.7031 1.9902 -0.08
C -2.1947 -0.8196 2.0377 -0.05
C -1.3952 0.1987 2.6008 -0.14
C 0.0390 0.0740 2.9444 -0.16
N 0.6108 1.2167 3.2658 0.07
C 1.7272 1.8359 3.4771 -0.23
C 1.7178 3.2324 3.7533 -0.25
N 1.7473 4.3769 3.9958 0.14
C 0.7579 -1.2138 2.9210 -0.13
C 0.1080 -2.4708 2.8386 -0.05
C 0.8027 -3.6291 2.5067 -0.08
C 2.1841 -3.5772 2.3048 -0.09
C 2.8642 -2.3784 2.5459 -0.08
C 2.1665 -1.2354 2.9459 -0.02
C -2.0081 1.4501 2.8280 -0.03
C -3.3903 1.6008 2.6968 -0.08
H -5.2773 0.5874 2.3449 0.10
H -4.1750 -1.5556 1.6625 0.10
H -1.7369 -1.7031 1.5999 0.10
H 2.7182 1.4228 3.2259 0.09
H -0.9542 -2.5551 3.0532 0.10
H 0.2550 -4.5626 2.3934 0.11
H 2.7296 -4.4642 1.9875 0.10
H 3.9447 -2.3121 2.4274 0.10
H 2.7218 -0.3630 3.2704 0.08
H -1.3840 2.3022 3.1112 0.11
H -3.8318 2.5819 2.8737 0.10
F 0.9600 0.6541 11.2006 0.04
C 0.5850 0.9617 9.9094 -0.23
C -0.7702 1.0016 9.5960 0.08
C -1.0845 1.2736 8.2625 -0.23
F -2.4176 1.4112 7.9428 0.05
C -0.1265 1.4110 7.2756 0.07
C 1.2799 1.3405 7.5997 -0.16
C 2.2219 1.4537 6.5500 0.07
C 3.6480 1.4907 6.6196 -0.16
C 4.4118 1.9856 5.5152 -0.01
C 5.7919 2.0795 5.5567 -0.06
C 6.4928 1.7618 6.7280 0.01
C 5.7561 1.2933 7.8120 -0.23
F 6.4118 1.0417 8.9968 0.04
C 4.3944 1.0424 7.7495 0.05
C 1.5898 1.2010 8.9869 0.05
H -1.5232 0.8420 10.3550 0.13
H -0.4358 1.5932 6.2458 0.13
H 1.7721 1.5769 5.5769 0.07
H 3.8855 2.3282 4.6284 0.07
H 6.3485 2.4139 4.6788 0.12
H 7.5720 1.8550 6.7967 0.12
H 3.9080 0.4873 8.5453 0.11
H 2.6156 1.2943 9.3201 0.10
```